DFT (wB97M-V/def2-TZVPD) results for 9 unconnected molecules or ions with the total composition C37H69NO8 in a non-equilibrium geometry.

Calculated values
Net charge: -1
HOMO level (alpha / beta) in eV: -0.07 / -4.52
Multiplicity: 2
Lowest unoccupied orbital energy (alpha / beta) in eV: 2.43 / 2.43
Frontier orbital gap (alpha / beta) in eV: 2.502 / 6.948

CARTESIAN COORDINATES (ANGSTROEM)
C -4.3315 -0.7022 -1.7212
C -5.7047 -0.8503 -2.3592
C -5.6937 0.2760 -3.3524
O -4.3636 0.1036 -3.9184
C -3.4719 -0.3411 -2.9379
H -3.9133 -1.5708 -1.2125
H -4.4134 0.1164 -1.0062
H -6.5293 -0.8592 -1.6463
H -5.6346 -1.7861 -2.9135
H -5.8234 1.2746 -2.9351
H -6.3387 0.1302 -4.2189
H -2.7150 0.4347 -2.8227
H -3.0174 -1.2571 -3.3155
C -3.1392 -4.4137 0.1527
C -2.5651 -5.8171 0.3117
C -1.1044 -5.6381 0.0298
O -0.8592 -4.3103 0.4453
C -2.0449 -3.5979 0.7721
H -3.9936 -4.2195 0.8010
H -3.1122 -4.1591 -0.9068
H -3.0133 -6.5971 -0.3037
H -2.7217 -6.2773 1.2872
H -0.8859 -5.7615 -1.0309
H -0.4762 -6.3960 0.4978
H -2.0366 -2.5807 0.3804
H -2.2121 -3.4574 1.8400
C 3.4227 -2.6116 0.2918
C 4.0756 -1.3431 -0.0932
C 2.9676 -0.8330 -1.1081
O 1.7266 -1.5343 -0.8295
C 1.9377 -2.3411 0.3495
H 3.7699 -2.9411 1.2710
H 3.5793 -3.3896 -0.4554
H 5.0691 -1.4327 -0.5326
H 4.2092 -0.7036 0.7793
H 3.4159 -1.1786 -2.0396
H 2.8490 0.2490 -1.1662
H 1.4846 -3.3274 0.2495
H 1.7021 -1.7946 1.2626
C -4.8685 -1.7243 2.4768
C -6.1408 -1.6540 1.6609
C -7.1462 -0.7763 2.4432
O -6.3354 -0.2980 3.5399
C -5.2395 -1.1600 3.8604
H -4.0104 -1.2441 2.0065
H -4.5506 -2.7552 2.6324
H -6.5351 -2.6591 1.5109
H -6.1318 -1.0266 0.7696
H -7.9060 -1.5124 2.7062
H -7.6601 0.0070 1.8859
H -5.5281 -1.9654 4.5359
H -4.4123 -0.6361 4.3394
C -3.5266 3.1776 -5.3223
C -2.4639 3.8030 -4.3578
C -1.1789 3.1090 -4.7324
O -1.4139 2.6540 -6.0774
C -2.7902 2.1820 -6.2052
H -3.8454 3.9230 -6.0508
H -4.5038 2.9704 -4.8859
H -2.7805 3.6020 -3.3344
H -2.3559 4.8567 -4.6150
H -0.9979 2.2330 -4.1095
H -0.3258 3.7871 -4.7529
H -2.9203 1.1366 -5.9255
H -3.1147 2.2281 -7.2447
C 2.6537 4.4554 -1.6178
C 3.9294 5.2270 -1.2559
C 4.6375 5.2507 -2.4994
O 3.7216 5.0418 -3.5816
C 2.7090 4.1244 -3.0831
H 1.7867 5.1027 -1.4857
H 2.5476 3.6480 -0.8932
H 4.5200 4.7198 -0.4930
H 3.5794 6.2331 -1.0246
H 5.3923 4.4679 -2.4242
H 5.1269 6.2226 -2.5631
H 3.2012 3.1534 -3.1381
H 1.8573 4.0894 -3.7623
C 3.6217 -3.3222 4.5682
C 2.1875 -3.1539 5.1207
C 1.7644 -1.8557 4.4238
O 2.8787 -1.2597 3.7870
C 4.0238 -1.9043 4.3531
H 3.6692 -3.6847 3.5414
H 4.3606 -3.9280 5.0926
H 2.2877 -2.9618 6.1890
H 1.6688 -4.1048 4.9992
H 1.3764 -1.1937 5.1979
H 0.9373 -2.0960 3.7557
H 4.4683 -1.4606 5.2440
H 4.7830 -1.8023 3.5777
C 6.5866 2.7454 1.5850
C 5.3418 2.0117 1.2714
C 4.4844 2.1303 2.5101
O 5.4438 2.2418 3.5193
C 6.7999 2.2632 3.0021
H 6.3992 3.8153 1.4931
H 7.3788 2.4230 0.9094
H 5.6818 0.9892 1.1071
H 4.9279 2.3468 0.3204
H 3.8699 1.2365 2.6171
H 3.9497 3.0731 2.3951
H 7.2188 1.2576 3.0401
H 7.5056 2.9887 3.4067
N -1.1261 1.3477 -0.6136
C 0.1592 1.7899 -0.6473
C 1.0814 1.5628 0.3614
C 0.7713 0.6234 1.3946
C -0.5753 0.1640 1.4269
C -1.4561 0.5390 0.4481
H 0.4082 2.4229 -1.4862
H 2.0284 2.0778 0.2947
H 1.4164 0.3205 2.2061
H -0.8937 -0.4860 2.2284
H -2.5031 0.2875 0.5315

---

DFT (wB97M-V/def2-TZVPD) results for 7 unconnected molecules or ions with the total composition C37H70NO12S6 in a non-equilibrium geometry.

Calculated values
Net charge: +1
HOMO level in eV: -11.73
Lowest unoccupied orbital energy in eV: -3.91
Frontier orbital gap in eV: 7.822

CARTESIAN COORDINATES (ANGSTROEM)
C 2.9316 -2.8651 4.2123
C 3.7681 -3.1139 2.8355
C 3.4372 -2.0536 1.6739
C 4.3805 -0.7528 1.6518
C 4.3141 0.1664 2.9704
C 3.2608 1.3934 2.8720
C 1.7907 0.9802 3.4334
C 0.9176 0.5434 2.1552
C -0.3112 -0.4358 2.4844
C -1.2112 -0.8420 1.2504
C -2.4465 -1.7461 1.4817
C -2.7758 -2.2513 2.9357
C -1.7911 -1.8132 4.0557
N -0.6323 -0.9502 3.7962
H 2.0150 -3.5575 4.3080
H 2.5289 -1.7937 4.2256
H 3.6543 -2.9555 5.1012
H 3.4069 -4.1465 2.4481
H 4.8915 -3.2261 3.0538
H 3.6210 -2.6041 0.6689
H 2.3135 -1.8399 1.7135
H 5.4620 -1.0814 1.4803
H 4.0713 -0.0975 0.7643
H 4.1565 -0.4183 3.9480
H 5.3547 0.6640 3.0730
H 3.0968 1.6992 1.7666
H 3.6061 2.3434 3.4121
H 1.3057 1.9416 3.8491
H 1.8154 0.2203 4.2873
H 1.5493 0.1129 1.2872
H 0.4381 1.5082 1.7269
H -0.9478 -0.4673 0.1919
H -3.1075 -2.0134 0.5901
H -3.6970 -2.9148 3.1355
H -1.9516 -2.1468 5.1483
H -0.0349 -0.7123 4.6045
C -0.1508 2.3055 -3.1981
C -1.4678 2.3200 -3.9749
C -1.9252 0.8675 -4.1311
S -1.2549 -0.0209 -2.7328
O -0.2879 -0.9814 -3.2151
O -2.3344 -0.3943 -1.8381
C -0.3743 1.3611 -2.0251
H 0.1319 3.3040 -2.8605
H 0.6516 1.9248 -3.8386
H -2.2181 2.8838 -3.4093
H -1.3581 2.8037 -4.9444
H -3.0140 0.7850 -4.1242
H -1.5239 0.4176 -5.0411
H 0.5541 1.0165 -1.5677
H -1.0201 1.8174 -1.2702
C -7.7103 -1.1770 -2.4210
C -8.2225 -0.6522 -3.7630
C -7.3459 0.5388 -4.1547
S -5.7513 0.2570 -3.3940
O -5.5269 1.2831 -2.4000
O -4.7786 -0.0462 -4.4229
C -6.1961 -1.2541 -2.5586
H -8.1406 -2.1501 -2.1756
H -7.9793 -0.4763 -1.6232
H -8.1342 -1.4390 -4.5190
H -9.2754 -0.3657 -3.7098
H -7.2232 0.6098 -5.2362
H -7.7457 1.4761 -3.7635
H -5.6800 -1.3152 -1.6004
H -5.9020 -2.0884 -3.1989
C 1.7517 4.4232 6.6460
C 1.2543 4.9554 5.3006
C 2.1372 6.1442 4.9209
S 3.7238 5.8535 5.6953
O 3.9425 6.8733 6.6933
O 4.7019 5.5490 4.6756
C 3.2653 4.3416 6.5220
H 1.3165 3.4500 6.8840
H 1.4767 5.1211 7.4435
H 1.3489 4.1713 4.5414
H 0.2016 5.2440 5.3453
H 2.2697 6.2177 3.8408
H 1.7372 7.0818 5.3108
H 3.7727 4.2751 7.4842
H 3.5624 3.5082 5.8809
C -2.4506 7.8322 -4.7234
C -1.1421 8.1737 -5.4387
C -0.0372 7.3285 -4.8022
S -0.8316 5.8487 -4.1859
O -0.7380 5.8415 -2.7430
O -0.4242 4.7185 -4.9918
C -2.4927 6.3120 -4.6427
H -3.3183 8.2297 -5.2538
H -2.4437 8.2611 -3.7160
H -1.2317 7.9235 -6.5008
H -0.9111 9.2391 -5.3717
H 0.7275 7.0523 -5.5292
H 0.4224 7.8424 -3.9560
H -3.2000 5.9404 -3.9013
H -2.7053 5.8718 -5.6197
C 10.1635 -4.5139 3.6014
C 9.6853 -5.5084 2.5420
C 8.1638 -5.6121 2.6636
S 7.6062 -4.0424 3.3162
O 7.0507 -4.2617 4.6322
O 6.8878 -3.3255 2.2848
C 9.2261 -3.3180 3.4987
H 11.2039 -4.2225 3.4437
H 10.0857 -4.9669 4.5952
H 9.9508 -5.1363 1.5470
H 10.1576 -6.4858 2.6627
H 7.6937 -5.7888 1.6954
H 7.8710 -6.3935 3.3673
H 9.2498 -2.6764 4.3794
H 9.4328 -2.7320 2.6002
C -4.6798 -6.4922 -3.8583
C -5.9276 -7.3622 -3.6936
C -7.1462 -6.4483 -3.8369
S -6.6360 -5.0967 -4.8925
O -6.6547 -3.8744 -4.1179
O -7.3041 -5.2099 -6.1681
C -4.9415 -5.6214 -5.0799
H -3.7782 -7.0956 -3.9818
H -4.5479 -5.8638 -2.9712
H -5.9453 -8.1256 -4.4781
H -5.9348 -7.8806 -2.7321
H -7.9875 -6.9681 -4.2966
H -7.4481 -6.0303 -2.8748
H -4.2866 -4.7519 -5.1363
H -4.8730 -6.2045 -6.0010